Entry 1:
Density functional theory data (the ωB97M-V functional and the def2-TZVPD basis) for 3 unconnected molecules or ions with the total composition CH3N2O2S in a non-equilibrium geometry.

```
9
Properties=species:S:1:pos:R:3:lowdin_charge:R:1
C -0.274 1.260 0.205 -0.4964
N 0.789 1.698 -0.222 0.0763
N -0.599 -1.733 -0.239 -0.1493
O 1.710 -0.222 -0.864 -0.3166
O -0.938 0.490 0.784 0.0790
S 0.978 -1.116 -0.076 1.1900
H 0.750 3.341 -0.141 0.3961
H -1.578 -1.693 -0.254 0.0704
H -0.837 -2.026 0.808 0.1505
```

energy relative to the best compared isomer or geometry (same formula, charge and spin) = 624.0 kJ/mol
max |F| = 7.0 eV Å⁻¹
charge = +1
Kohn-Sham gap = 7.971 eV
E_HOMO = -15.40 eV

Entry 2:
Density functional theory data (the ωB97M-V functional and the def2-TZVPD basis) for a gas-phase ion, CH3N2O3S (charge +1) in a non-equilibrium geometry.

```
10
Properties=species:S:1:pos:R:3:lowdin_charge:R:1
C 2.312 1.599 0.199 0.2328
N 1.560 0.726 0.031 0.1245
N -1.837 -0.584 -0.009 0.0278
O 0.173 -1.031 -1.544 -0.1519
O 0.456 -1.533 0.902 -0.1611
O -0.909 0.495 0.114 -0.1699
S 0.101 -0.724 -0.187 0.6884
H 2.925 2.320 0.565 0.0883
H -2.468 -0.443 0.798 0.1733
H -2.314 -0.823 -0.870 0.1481
```

energy relative to the best compared isomer or geometry (same formula, charge and spin) = 196.5 kJ/mol
max |F| = 6.3 eV Å⁻¹
structure (SMILES) = C#[N+]S1(=O)([O-])[NH2+]O1
charge = +1
Kohn-Sham gap = 12.106 eV
E_HOMO = -16.66 eV

Entry 3:
Density functional theory data (the ωB97M-V functional and the def2-TZVPD basis) for a molecular structure, CH3N2O5S2 in a non-equilibrium geometry.

```
13
Properties=species:S:1:pos:R:3:lowdin_charge:R:1
C 1.458 0.953 -1.049 -0.5870
N -0.873 -1.454 0.092 -0.4115
N 0.383 0.256 1.427 -0.2219
O 0.530 1.634 -1.171 0.0626
O -3.071 -1.103 -1.051 -0.4924
O -2.295 0.575 0.528 -0.3456
O 1.433 -0.324 -0.937 -0.1698
O 1.367 -2.072 0.933 -0.3420
S -1.844 -0.370 -0.769 0.7866
S 0.490 -0.997 0.515 0.5382
H 2.520 1.371 -0.959 0.1432
H 1.333 0.655 1.503 0.0245
H -1.429 0.876 0.939 0.0152
```

energy relative to the best compared isomer or geometry (same formula, charge and spin) = 65.6 kJ/mol
max |F| = 4.6 eV Å⁻¹
charge = -1
Kohn-Sham gap = 9.050 eV
E_HOMO = -5.52 eV

Entry 4:
Density functional theory data (the ωB97M-V functional and the def2-TZVPD basis) for CH3N2OP in the gas phase in a non-equilibrium geometry.

```
8
Properties=species:S:1:pos:R:3:lowdin_charge:R:1
C 1.725 0.314 0.143 0.1423
N 0.363 -0.276 -0.064 -0.1253
N -0.999 -0.363 0.105 -0.2737
O -3.507 -0.088 0.341 -0.5387
P -2.372 0.481 -0.405 0.6561
H 1.771 1.279 0.515 0.0202
H 2.561 -0.132 -0.263 0.0251
H 0.459 -1.215 -0.373 0.0940
```

energy relative to the best compared isomer or geometry (same formula, charge and spin) = 398.4 kJ/mol
max |F| = 7.9 eV Å⁻¹
Kohn-Sham gap (spin up / spin down) = 7.885 / 8.129 eV
E_HOMO (spin up / spin down) = -8.94 / -8.94 eV

Entry 5:
Density functional theory data (the ωB97M-V functional and the def2-TZVPD basis) for 2 unconnected molecules or ions with the total composition CH3N2OP in a non-equilibrium geometry.

```
8
Properties=species:S:1:pos:R:3:lowdin_charge:R:1
C -1.141 -0.058 -0.437 -0.2542
N -0.066 0.446 0.418 -0.1358
N -1.318 1.011 0.391 0.0668
O 2.597 -0.772 0.719 -0.6579
P 2.334 0.081 -0.453 0.7095
H -0.889 0.288 -1.417 0.0796
H -1.792 -0.971 -0.451 0.1267
H 0.274 -0.026 1.230 0.0653
```

energy relative to the best compared isomer or geometry (same formula, charge and spin) = 473.6 kJ/mol
max |F| = 3.0 eV Å⁻¹
Kohn-Sham gap (spin up / spin down) = 9.568 / 6.123 eV
E_HOMO (spin up / spin down) = -9.56 / -7.25 eV

Entry 6:
Density functional theory data (the ωB97M-V functional and the def2-TZVPD basis) for 2 unconnected molecules or ions with the total composition CH3N2OS in a non-equilibrium geometry.

```
8
Properties=species:S:1:pos:R:3:lowdin_charge:R:1
C 0.809 0.012 0.814 -0.1709
N -0.167 -0.636 -0.010 -0.0994
N -0.771 0.062 -0.780 -0.4277
O -0.720 1.283 -0.923 -0.1450
S -2.425 -1.330 -2.188 -0.3300
H 1.154 -0.695 1.429 -0.0062
H 1.685 0.502 0.164 0.1130
H 0.435 0.802 1.495 0.0662
```

energy relative to the best compared isomer or geometry (same formula, charge and spin) = 206.8 kJ/mol
max |F| = 4.8 eV Å⁻¹
charge = -1
Kohn-Sham gap (spin up / spin down) = 6.818 / 6.925 eV
E_HOMO (spin up / spin down) = -3.65 / -3.65 eV

Entry 7:
Density functional theory data (the ωB97M-V functional and the def2-TZVPD basis) for a gas-phase ion, CH3N2OS (charge -1) in a non-equilibrium geometry.

```
8
Properties=species:S:1:pos:R:3:lowdin_charge:R:1
C 0.820 0.564 0.324 -0.2136
N 0.377 -0.445 -0.563 -0.1018
N -0.818 -0.793 -0.445 -0.8014
O -1.601 -0.560 0.494 -0.2241
S -1.688 -1.554 -1.836 0.1493
H 1.070 1.572 -0.051 0.0483
H 0.113 0.998 1.113 0.0651
H 1.727 0.217 0.964 0.0781
```

energy relative to the best compared isomer or geometry (same formula, charge and spin) = 54.9 kJ/mol
max |F| = 4.4 eV Å⁻¹
structure (SMILES) = C/N=[N+](\[O-])[S-]
charge = -1
Kohn-Sham gap = 7.236 eV
E_HOMO = -3.06 eV

Entry 8:
Density functional theory data (the ωB97M-V functional and the def2-TZVPD basis) for a molecular structure, CH3N2OS2 in a non-equilibrium geometry.

```
9
Properties=species:S:1:pos:R:3:lowdin_charge:R:1
C -0.421 1.738 0.073 -1.4320
N 0.245 -1.795 0.504 -0.0489
N 0.300 -1.091 -0.858 -0.4205
O -1.132 1.261 0.929 -0.1560
S -0.136 3.292 -0.437 0.3735
S 0.805 0.688 -0.872 0.6572
H 1.204 -1.892 0.746 0.0260
H -0.192 -1.261 1.141 -0.0283
H -0.673 -0.940 -1.226 0.0289
```

energy relative to the best compared isomer or geometry (same formula, charge and spin) = 0.0 kJ/mol
max |F| = 5.4 eV Å⁻¹
charge = -1
Kohn-Sham gap = 7.485 eV
E_HOMO = -3.75 eV

Entry 9:
Density functional theory data (the ωB97M-V functional and the def2-TZVPD basis) for 2 unconnected molecules or ions with the total composition CH3N2OS2 in a non-equilibrium geometry.

```
9
Properties=species:S:1:pos:R:3:lowdin_charge:R:1
C 2.314 1.237 -3.244 -1.0842
N 0.427 0.130 -1.062 -0.0313
N 0.437 0.843 -0.011 -0.7696
O 2.800 0.497 -2.425 -0.1898
S 1.107 1.022 -4.376 0.3588
S 1.115 2.267 0.333 0.6312
H 1.148 0.532 -1.705 -0.0515
H 2.525 2.357 -3.112 0.0316
H -0.228 0.361 0.673 0.1047
```

energy relative to the best compared isomer or geometry (same formula, charge and spin) = 0.0 kJ/mol
max |F| = 6.2 eV Å⁻¹
charge = -1
Kohn-Sham gap (spin up / spin down) = 6.041 / 3.871 eV
E_HOMO (spin up / spin down) = -2.86 / -3.35 eV
spin multiplicity = 3

Entry 10:
Density functional theory data (the ωB97M-V functional and the def2-TZVPD basis) for CH3N2PS in the gas phase in a non-equilibrium geometry.

```
8
Properties=species:S:1:pos:R:3:lowdin_charge:R:1
C 1.675 0.256 -0.226 -0.4672
N 2.781 0.202 0.059 0.0088
N -0.895 1.041 0.241 -0.3627
P -0.249 0.131 -0.923 0.5412
S -0.442 -1.733 0.150 0.4302
H -1.072 0.589 1.151 0.0303
H -0.910 2.090 0.229 0.0822
H -0.887 -2.576 -0.681 -0.2628
```

energy relative to the best compared isomer or geometry (same formula, charge and spin) = 82.0 kJ/mol
max |F| = 3.3 eV Å⁻¹
structure (SMILES) = N#CP(N)S
Kohn-Sham gap = 10.367 eV
E_HOMO = -10.14 eV

Entry 11:
Density functional theory data (the ωB97M-V functional and the def2-TZVPD basis) for a molecular structure, CH3N2S in a non-equilibrium geometry.

```
7
Properties=species:S:1:pos:R:3:lowdin_charge:R:1
C -0.121 -0.186 -0.166 -0.7978
N -1.019 -0.248 0.789 -0.1144
N 1.030 0.287 -0.174 0.1839
S -1.492 -1.011 -0.758 1.0611
H -1.728 0.373 1.182 0.1316
H 1.640 0.955 0.402 0.1955
H 1.689 -0.170 -1.275 0.3402
```

energy relative to the best compared isomer or geometry (same formula, charge and spin) = 161.4 kJ/mol
max |F| = 8.9 eV Å⁻¹
charge = +1
Kohn-Sham gap = 9.535 eV
E_HOMO = -14.64 eV

Entry 12:
Density functional theory data (the ωB97M-V functional and the def2-TZVPD basis) for a gas-phase ion, CH3N2S (charge +1) in a non-equilibrium geometry.

```
7
Properties=species:S:1:pos:R:3:lowdin_charge:R:1
C -0.130 0.251 0.022 -0.9756
N -1.236 -0.083 -0.621 0.1538
N 1.053 -0.190 -0.077 0.2359
S -0.883 1.508 0.734 1.1256
H -1.873 -0.650 -0.031 0.1220
H 1.269 -1.092 -0.496 0.1704
H 1.800 0.256 0.468 0.1680
```

energy relative to the best compared isomer or geometry (same formula, charge and spin) = 20.7 kJ/mol
max |F| = 2.6 eV Å⁻¹
charge = +1
Kohn-Sham gap = 8.617 eV
E_HOMO = -15.95 eV

Entry 13:
Density functional theory data (the ωB97M-V functional and the def2-TZVPD basis) for 2 unconnected molecules or ions with the total composition CH3N3O in a non-equilibrium geometry.

```
8
Properties=species:S:1:pos:R:3:lowdin_charge:R:1
C -1.833 -0.161 0.256 -0.4558
N -2.044 0.479 1.238 0.1927
N 1.386 0.309 -0.540 -0.0299
N 2.220 -0.559 -0.804 -0.0239
O -1.842 -0.831 -0.683 0.1453
H -1.499 1.012 1.875 0.0742
H 1.488 1.097 -1.202 0.0503
H 2.125 -1.346 -0.140 0.0472
```

energy relative to the best compared isomer or geometry (same formula, charge and spin) = 178.3 kJ/mol
max |F| = 1.2 eV Å⁻¹
structure (SMILES) = [H]/N=N/[H].N=C=O
Kohn-Sham gap = 10.329 eV
E_HOMO = -9.59 eV

Entry 14:
Density functional theory data (the ωB97M-V functional and the def2-TZVPD basis) for CH3N3O2 in the gas phase in a non-equilibrium geometry.

```
9
Properties=species:S:1:pos:R:3:lowdin_charge:R:1
C -1.055 0.050 -0.015 -0.2007
N -1.071 1.279 0.116 0.1147
N 0.260 -0.695 -0.160 0.0914
N 1.493 -0.113 -0.024 -0.4779
O 2.390 -0.908 0.121 0.0579
O 1.579 1.074 -0.083 0.0956
H -1.853 -0.694 -0.069 0.1158
H -1.985 1.709 0.197 0.0667
H 0.242 -1.703 -0.083 0.1365
```

energy relative to the best compared isomer or geometry (same formula, charge and spin) = 448.1 kJ/mol
max |F| = 3.5 eV Å⁻¹
structure (SMILES) = [H]/N=C/N[N+](=O)[O-]
Kohn-Sham gap = 11.167 eV
E_HOMO = -10.58 eV

Entry 15:
Density functional theory data (the ωB97M-V functional and the def2-TZVPD basis) for 2 unconnected molecules or ions with the total composition CH3N3O2 in a non-equilibrium geometry.

```
9
Properties=species:S:1:pos:R:3:lowdin_charge:R:1
C -0.526 -0.825 -0.056 0.0534
N 2.665 -0.267 0.985 0.0197
N 3.165 -0.526 0.053 0.0182
N -0.780 0.391 0.069 -0.4157
O -0.845 1.182 0.971 0.0053
O -1.393 0.941 -1.069 0.0310
H -0.620 -1.472 -0.864 0.0789
H -0.159 -1.325 0.799 0.0795
H -1.507 1.901 -0.888 0.1296
```

energy relative to the best compared isomer or geometry (same formula, charge and spin) = 350.4 kJ/mol
max |F| = 4.4 eV Å⁻¹
structure (SMILES) = C=[N+]([O-])O.N#N
Kohn-Sham gap = 10.525 eV
E_HOMO = -9.61 eV

Entry 16:
Density functional theory data (the ωB97M-V functional and the def2-TZVPD basis) for 2 unconnected molecules or ions with the total composition CH3N3OS in a non-equilibrium geometry.

```
9
Properties=species:S:1:pos:R:3:lowdin_charge:R:1
C 1.283 -0.589 -0.072 -0.4004
N 2.121 -1.306 0.221 0.1109
N -0.742 -0.168 -1.483 -0.2916
N -0.866 -0.142 0.905 -0.1858
O 0.873 2.551 0.755 -0.2408
S -0.028 0.589 -0.314 0.8858
H -0.426 -0.113 -2.399 -0.0223
H -0.741 0.097 1.833 0.0410
H -1.473 -0.918 0.554 0.1032
```

energy relative to the best compared isomer or geometry (same formula, charge and spin) = 862.0 kJ/mol
max |F| = 3.1 eV Å⁻¹
Kohn-Sham gap (spin up / spin down) = 6.925 / 7.843 eV
E_HOMO (spin up / spin down) = -9.82 / -10.02 eV

Entry 17:
Density functional theory data (the ωB97M-V functional and the def2-TZVPD basis) for 2 unconnected molecules or ions with the total composition CH3N3S in a non-equilibrium geometry.

```
8
Properties=species:S:1:pos:R:3:lowdin_charge:R:1
C -0.753 1.361 0.162 -0.1393
N 1.511 -2.493 0.518 0.1721
N 0.679 -2.465 -0.214 -0.8026
N 0.473 1.004 0.066 -0.0028
S -0.554 -2.454 -1.098 0.6230
H -1.543 0.850 -0.341 0.0334
H -0.905 2.432 0.525 0.0777
H 1.092 1.764 0.381 0.0385
```

energy relative to the best compared isomer or geometry (same formula, charge and spin) = 15.0 kJ/mol
max |F| = 3.7 eV Å⁻¹
structure (SMILES) = N#[N+][S-].C=N
Kohn-Sham gap = 10.609 eV
E_HOMO = -9.73 eV

Entry 18:
Density functional theory data (the ωB97M-V functional and the def2-TZVPD basis) for 2 unconnected molecules or ions with the total composition CH3N3Si in a non-equilibrium geometry.

```
8
Properties=species:S:1:pos:R:3:lowdin_charge:R:1
C -0.932 -2.161 0.182 0.0976
N -1.256 -1.023 0.144 -0.2730
N -1.452 0.139 -0.092 0.1024
N 0.366 0.760 0.968 -0.2662
Si 1.190 1.454 -0.243 0.5147
H -1.140 -2.892 0.858 0.0204
H 0.648 1.577 -1.676 -0.0967
H 2.577 2.147 -0.140 -0.0991
```

energy relative to the best compared isomer or geometry (same formula, charge and spin) = 448.5 kJ/mol
max |F| = 3.0 eV Å⁻¹
Kohn-Sham gap (spin up / spin down) = 7.555 / 7.554 eV
E_HOMO (spin up / spin down) = -9.19 / -9.19 eV

Entry 19:
Density functional theory data (the ωB97M-V functional and the def2-TZVPD basis) for CH3N5 in the gas phase in a non-equilibrium geometry.

```
9
Properties=species:S:1:pos:R:3:lowdin_charge:R:1
C 0.193 0.768 0.001 -0.4770
H 1.282 1.873 -1.634 0.1049
H -1.346 -1.816 0.130 0.1106
H 1.120 -1.233 -0.505 0.2219
N 0.824 1.737 -0.621 0.0657
N -0.349 0.752 1.378 0.0635
N -1.172 -0.314 1.293 0.0138
N -0.704 -1.161 0.406 -0.1117
N 0.152 -0.606 -0.447 0.0083
```

energy relative to the best compared isomer or geometry (same formula, charge and spin) = 345.0 kJ/mol
max |F| = 5.3 eV Å⁻¹
structure (SMILES) = [H]/N=c1/nn[nH][nH]1
Kohn-Sham gap = 9.094 eV
E_HOMO = -8.98 eV

Entry 20:
Density functional theory data (the ωB97M-V functional and the def2-TZVPD basis) for CH3N5O in the gas phase in a non-equilibrium geometry.

```
10
Properties=species:S:1:pos:R:3:lowdin_charge:R:1
C 0.191 -0.632 0.452 -0.4868
H -1.713 -0.230 -2.114 0.1560
H -2.472 0.088 -0.714 0.0712
H -0.664 -2.285 0.492 0.0515
N -1.676 -0.445 -1.008 0.0984
N -0.406 0.057 -0.554 -0.1422
N 0.158 1.296 -0.652 0.0449
N 1.135 1.396 0.069 0.0521
N 0.025 -1.741 1.025 0.1477
O 1.131 0.285 0.933 0.0070
```

energy relative to the best compared isomer or geometry (same formula, charge and spin) = 188.8 kJ/mol
max |F| = 4.8 eV Å⁻¹
structure (SMILES) = [H]/N=c1/onnn1N
Kohn-Sham gap = 10.076 eV
E_HOMO = -9.60 eV